[1]
Below is a structure of composition C51H48Cl3GeO3PdSb, with properties calculated with ωB97M-V/def2-TZVPD.

```
! RIJCOSX wB97M-V def2-TZVPD def2/J DEFGRID3
* xyz -1 2
Sb -2.08303 0.47028 0.16034
Pd 0.19587 -0.45976 -0.42482
Ge 1.59797 1.35096 0.38920
Cl 3.55869 -2.10526 -4.44200
Cl 4.70200 -2.66450 -1.85123
Cl 4.26677 0.07224 -2.67700
O 1.27044 -1.18737 -2.86637
O 2.13975 -1.72099 -0.86939
O -0.95838 -2.74302 -0.90899
C 3.61977 -1.58083 -2.74402
C -2.73584 3.03284 2.65368
C -4.18841 -2.00996 -0.56162
C 2.09433 -5.45293 -3.39237
C 1.28534 2.62716 4.44660
C 4.56159 1.61255 0.60887
C -4.79338 -0.67457 -0.89977
C -6.02056 1.77379 -1.46071
C 1.13981 -4.79133 -0.85854
C -0.67289 -1.41011 2.68797
C -1.94483 2.61288 0.26623
C -4.09777 0.52312 -0.67668
C -4.73684 -0.32537 3.59617
C -3.98492 -1.07597 4.48650
C 1.43694 2.30621 -2.36408
C -1.76594 5.36545 -0.16992
C 2.33773 3.97009 -0.91053
C 2.45768 4.84880 -1.98076
C -0.59454 -3.32198 -1.91543
C -4.15942 0.09765 2.40913
C 2.72845 -5.96690 -2.26702
C -2.83722 -0.20540 2.08354
C 2.06334 4.45355 -3.25198
C 2.18328 -1.51515 -2.09862
C -2.08563 -0.98594 2.97259
C 1.00388 -4.60631 -3.28784
C 1.55913 3.17381 -3.44188
C 1.24086 2.45156 2.01894
C 1.50779 1.90901 3.28010
C 3.96610 -6.80637 -2.40892
C 3.67938 -0.43993 1.44723
C 4.95312 -0.83773 1.83264
C -2.22894 4.86599 1.03883
C -6.09110 -0.61955 -1.40101
C -2.30514 3.49702 1.28905
C -1.46494 3.12444 -0.93914
C 3.45656 0.79396 0.83685
C -1.36122 4.48947 -1.16403
C -2.67739 -1.40045 4.16686
C 0.70368 -4.45076 0.53808
C 5.84043 1.22062 0.98317
C -6.70705 0.59162 -1.68129
C 0.53658 4.48970 3.14016
C 2.22998 -5.63784 -1.01663
C 6.03994 -0.00648 1.60110
C -4.72350 1.73319 -0.96282
C 0.52251 -4.27059 -2.00665
C 0.43157 -4.00953 -4.54895
C 0.80021 3.92760 4.38004
C 1.81406 2.68620 -1.07415
C 0.74794 3.75565 1.97833
H 2.65217 4.30277 0.07325
H -2.09098 -1.99944 4.85463
H -1.69673 6.43583 -0.32223
H -6.62720 -1.54691 -1.57212
H -4.19892 2.66596 -0.79707
H -2.71388 3.86361 3.35893
H -4.76145 0.68052 1.72195
H 0.55655 -2.92500 -4.54091
H 1.92639 0.91059 3.35514
H 1.26579 2.84540 -4.43238
H -3.74715 2.62288 2.63892
H 0.15471 5.50280 3.07328
H 1.04879 1.30468 -2.53230
H 0.63179 4.49624 5.28695
H 2.15759 5.13528 -4.08926
H 3.90828 -7.45527 -3.28360
H -4.41528 -1.41578 5.42073
H -0.37376 -4.33619 0.62581
H -0.00593 -0.55147 2.64545
H 7.03731 -0.31766 1.88882
H -4.21176 -2.17710 0.51911
H 4.13156 -7.42398 -1.52621
H -2.07041 2.25534 3.03206
H 1.15309 -3.49634 0.82477
H -1.13847 2.44324 -1.71922
H -0.95227 4.85505 -2.09748
H -1.14508 -3.14428 -2.85225
H -0.31219 -2.09165 3.45982
H -6.48616 2.72811 -1.67491
H 1.04480 -5.22120 1.23070
H -0.59965 -1.91138 1.71944
H 0.95934 -4.40647 -5.41547
H 0.50929 4.20887 1.02267
H 5.09987 -1.80688 2.29595
H -5.76509 -0.06830 3.81948
H 2.48557 -5.68824 -4.37620
H -3.14342 -2.07688 -0.86894
H 4.83752 -6.15879 -2.53316
H -4.74029 -2.82074 -1.03863
H 2.84488 -1.11852 1.59121
H 6.68455 1.87195 0.78631
H 2.86067 5.84265 -1.82119
H 2.71560 -6.03145 -0.12991
H -2.50733 5.55402 1.83011
H 4.42939 2.56942 0.11503
H -7.71778 0.60855 -2.07077
H -0.62933 -4.23467 -4.67201
H 1.50038 2.17629 5.40868
*
```

DFT total energy: -6023.667014 a.u.
HOMO-LUMO gap (alpha / beta): 5.8727 / 7.5082 eV
HOMO energy (alpha / beta): -3.4 / -5.2 eV
Molecular weight: 1116.1 g mol⁻¹
F_max: 0.596 eV/Å

Atomic partial charges in e from the Löwdin method, atoms 1 to 4: atom 1 (Sb): 1.541, atom 2 (Pd): 0.254, atom 3 (Ge): 0.923, atom 4 (Cl): 0.587

---

[2]
Below is a structure of composition C51H49CrN6O11SSb at a distorted geometry, with properties calculated with ωB97M-V/def2-TZVPD.

```
! RIJCOSX wB97M-V def2-TZVPD def2/J DEFGRID3
* xyz -1 2
Sb 0.07518 2.15336 0.26700
Cr -0.34214 -0.81139 0.36829
S 2.53550 -0.43446 1.83338
O 2.64660 0.13193 3.15347
O 2.73234 -0.92498 -2.34992
O 2.66666 0.44840 0.70178
O 4.34987 -4.38313 -4.36481
O 0.94955 -0.96777 -1.06033
O -3.29946 -1.39184 1.71878
O -3.06435 1.09324 0.35733
O -1.34579 -0.29457 1.98192
O -1.23123 -2.17401 -2.18069
O 4.13679 -2.23708 -3.86115
O -4.92037 0.36740 -3.63937
N 1.18095 -1.28473 1.63160
N -1.99067 -0.47776 -0.90863
N -4.01517 0.58317 -1.58758
N 1.20363 -3.83025 -1.09982
N 1.46651 -5.07275 -1.49191
N -0.86376 -2.68182 0.96138
C 4.95285 -3.47816 0.69291
C 6.14357 -2.13499 2.29986
C 0.92462 -2.35194 2.46252
C -0.19721 -3.12334 2.05778
C -0.47059 2.16015 3.63513
C -3.23160 -1.21929 -2.98803
C 5.03062 -1.32155 2.44832
C -2.68589 -1.24427 -4.42422
C 0.75599 2.93526 3.24716
C -1.56507 3.62692 -0.03678
C -1.87593 -3.39392 0.52498
C 2.68856 4.20964 3.95862
C 3.80359 -3.50211 -3.73487
C -3.28851 5.26641 0.34827
C 0.93276 4.81208 -1.06854
C 6.10619 -3.20426 1.41412
C 1.88459 5.23847 -3.22494
C -2.00341 3.57002 -1.36165
C -2.58272 -0.56918 2.28162
C 1.14762 3.08913 1.91390
C 2.36956 -5.13014 -2.48500
C 1.94862 -3.05147 -1.85061
C -1.65839 -0.14312 -4.67984
C -2.30510 -4.57259 1.14609
C 1.00829 3.43574 -1.27225
C -3.10849 0.22568 3.46018
C 1.25236 -3.90448 4.28854
C -0.55681 -4.29488 2.75735
C 3.09298 4.33530 2.63924
C 1.52995 2.96073 -2.47647
C -1.65975 -5.02274 2.26583
C 3.88939 -1.59332 1.70907
C -4.11962 -0.01215 -2.80785
C -2.06886 -1.30110 -1.99584
C -2.21186 4.51424 0.82771
C -4.89642 -2.47601 -1.43809
C 1.86522 -1.55563 -1.73090
C 1.63995 -2.75837 3.57687
C 2.32927 3.76989 1.63014
C 0.18708 -4.66880 3.89756
C -3.07472 4.30786 -1.82833
C 3.83478 -2.67454 0.84789
C -3.73593 5.16063 -0.95578
C 1.96279 3.87345 -3.43991
C -4.10843 -2.47922 -2.75090
C 1.36987 5.71123 -2.02720
C 1.63516 1.49369 -2.74375
C -1.81457 4.71714 2.26702
C -2.99085 0.41469 -0.64680
C 1.53222 3.50786 4.25175
C 2.73516 -3.83439 -2.75405
H 0.97751 -5.83241 -1.05215
H -3.39811 4.21356 -2.85896
H -4.79977 -2.56433 -3.59242
H -2.37347 -3.03552 -0.36062
H 1.81574 -4.18817 5.16890
H 3.57519 -1.64940 -3.25875
H -3.29923 1.24361 3.11669
H -0.18661 1.12986 3.85513
H 2.36283 3.49591 -4.37435
H 1.22193 3.38553 5.28399
H -4.03514 -0.21546 3.81749
H -4.58292 5.74630 -1.29229
H -0.93846 2.58367 4.52577
H 1.29781 6.77666 -1.84491
H -1.48603 2.91266 -2.05806
H 2.21710 5.92980 -3.99000
H 1.94042 1.28962 -3.77011
H -1.35426 -0.13432 -5.72696
H -2.14992 5.69453 2.61623
H 0.51280 5.19156 -0.14438
H -3.79124 5.94616 1.02867
H -2.22742 -2.21770 -4.60049
H 2.36299 1.03711 -2.07726
H 4.00198 4.87069 2.39188
H -3.43545 -3.33847 -2.78259
H -1.97892 -5.91817 2.78577
H 3.27280 4.65265 4.75656
H 5.01952 -0.47701 3.12518
H -0.73841 4.65328 2.39299
H -1.19992 2.13093 2.82744
H 2.66762 3.84819 0.60749
H -4.63617 1.35338 -1.38165
H 0.68250 0.99810 -2.55433
H 6.98301 -3.82612 1.28373
H -2.35857 0.25172 4.25079
H -4.26971 -2.23143 -0.57760
H -0.76893 -0.30917 -4.07359
H 2.48044 -2.17018 3.91429
H 7.03961 -1.92801 2.87063
H -5.70742 -1.74761 -1.47494
H -2.27597 3.95847 2.90294
H -2.07081 0.84024 -4.43863
H -5.33806 -3.45853 -1.26310
H 2.70282 -6.04661 -2.94124
H 4.92397 -4.31015 0.00074
H -3.15799 -5.09954 0.74051
H -0.09899 -5.55591 4.44928
H -3.53398 -1.12600 -5.09949
H 2.91975 -2.88520 0.31718
*
```

DFT total energy: -4812.201445 a.u.
HOMO-LUMO gap (alpha / beta): 7.2387 / 7.6063 eV
HOMO energy (alpha / beta): -5.8 / -5.8 eV
Molecular weight: 1127.8 g mol⁻¹
F_max: 1.640 eV/Å

Atomic partial charges in e from the Löwdin method, atoms 1 to 4: atom 1 (Sb): 1.706, atom 2 (Cr): 0.778, atom 3 (S): 0.604, atom 4 (O): -0.287

---

[3]
Below is a cluster of 3 separate species, C51H50BN3O8 in total at a distorted geometry, with properties calculated with ωB97M-V/def2-TZVPD.

```
! RIJCOSX wB97M-V def2-TZVPD def2/J DEFGRID3
* xyz 0 1
O -4.88348 -1.76623 -4.81489
O 0.13419 5.45553 6.36912
O -3.23916 3.39871 0.50214
O 5.35736 -3.82076 4.06747
O -0.97150 1.23074 -0.85173
O -0.31788 4.66748 5.27505
O -0.67741 -3.13475 -7.84026
O 3.56144 -8.49377 2.15942
N -0.98314 3.34112 -2.08060
N 1.45231 3.30504 0.54655
N 1.52048 4.70656 2.97644
C -5.25234 3.27654 1.90654
C 2.56925 3.58578 1.14114
C -4.46418 4.03066 0.84694
C -0.84151 2.50733 -3.29263
C 6.96064 -8.52175 4.59125
C -2.07644 4.46092 2.37500
C -0.15169 -2.09688 -5.29512
C 4.93593 -4.88378 3.66270
C 0.04296 -1.56620 -4.03105
C -6.18872 1.62976 0.14153
C 5.80974 1.69082 1.12708
C 0.29820 3.68708 1.16452
C 1.38903 -5.02622 1.29772
C 2.08537 -6.19620 1.54882
C -0.11740 4.52912 -2.14783
C 6.78823 -6.12812 4.75111
C -1.44002 -2.24873 -5.79224
C 3.23340 -6.16502 2.33019
C 5.64370 -6.16023 3.96453
C -2.09714 3.77588 1.13910
C -5.59650 -3.18128 -8.68203
C -4.40902 0.86040 1.82711
C -0.92363 3.39284 0.52942
C -5.59018 1.81472 1.55386
C -2.33318 -1.34201 -3.74436
C -4.11596 -2.57784 -6.89078
C 3.95218 -7.43984 2.61417
C 3.69026 -4.95114 2.84760
C -3.01892 -2.91316 -7.68664
C -3.92968 -2.05010 -5.50862
C 4.28385 1.73518 0.94073
C -0.88313 4.76833 2.98340
C 3.91053 4.63351 3.04448
C -4.50306 -3.49930 -9.48073
C 6.67531 -0.71306 1.85425
C 7.44473 -7.30617 5.06315
C 1.83533 -3.81947 1.82646
C -1.62656 -2.79661 -7.16510
C 6.28273 0.37536 1.53928
C 3.82568 3.13531 0.46214
C 5.82612 -8.55836 3.79890
C -2.53608 -1.87734 -5.00991
C 2.60084 4.30051 2.38751
C -1.04719 -1.18342 -3.25612
C 0.34032 4.38420 2.38075
C 2.98546 -3.78051 2.59592
C -3.21774 -3.36986 -8.98336
C -6.52103 4.08390 2.27075
C -0.87747 5.50900 4.28808
C 5.16526 -7.37912 3.47954
C -5.40407 -2.72127 -7.39074
B -0.94323 2.61499 -0.85908
H -3.18757 -1.04847 -3.15005
H -6.50369 5.05872 1.78424
H 7.47168 -9.44171 4.84241
H 6.26926 1.98559 0.18227
H -0.32035 5.05915 -3.07819
H -3.44347 1.34240 1.70864
H 5.44431 -9.49790 3.42441
H 1.04739 -1.44505 -3.64673
H -5.65796 0.87005 -0.42675
H -1.89915 5.79559 4.55479
H -0.34285 5.21918 -1.33885
H 3.72339 4.84191 4.09358
H -0.12146 1.70241 -3.15822
H 7.15390 -5.17846 5.11619
H -4.47160 0.48725 2.84980
H -1.63167 0.89271 -0.24032
H 4.32595 5.53496 2.59310
H -0.89345 -0.75450 -2.27523
H -1.81037 2.10491 -3.57941
H 6.91013 -1.72776 2.06434
H -4.62285 3.22368 2.79927
H -2.36127 -3.61953 -9.59400
H -0.49562 3.11876 -4.12422
H -5.02831 4.08905 -0.08232
H 0.75879 6.07888 5.96683
H 1.28454 -2.90789 1.63552
H 3.62453 3.09434 -0.60557
H 4.62122 3.81626 2.96625
H -4.47296 -0.01786 1.18711
H 3.78271 1.46472 1.86730
H -6.21369 2.54056 -0.45060
H 1.74474 -7.13941 1.14501
H -6.57941 4.23664 3.34406
H 4.63505 3.85098 0.60409
H 0.68979 -2.39362 -5.90570
H -4.65592 -3.85010 -10.49277
H -7.22124 1.28906 0.21220
H -6.36974 1.51642 2.25552
H -0.30699 6.43807 4.18747
H 3.34439 -2.84655 3.00602
H 8.33461 -7.28000 5.67799
H 6.10140 2.44812 1.85730
H -6.60034 -3.29013 -9.07080
H 4.03740 1.01425 0.16553
H 0.49386 -5.05255 0.69049
H -4.30002 5.06396 1.15998
H -2.99678 4.75224 2.86006
H -7.40542 3.54739 1.93622
H -6.24697 -2.46763 -6.76310
H 0.93985 4.26211 -2.12322
*
```

DFT total energy: -2764.426333 a.u.
HOMO-LUMO gap: 7.4583 eV
HOMO energy: -8.4 eV
Molecular weight: 843.8 g mol⁻¹
F_max: 1.673 eV/Å

Atomic partial charges in e from the Löwdin method, atoms 1 to 4: atom 1 (O): 0.105, atom 2 (O): -0.025, atom 3 (O): -0.036, atom 4 (O): 0.099

---

[4]
Below is a structure of composition C51H51F4KN9O2PSe2 at a distorted geometry, with properties calculated with ωB97M-V/def2-TZVPD.

```
! RIJCOSX wB97M-V def2-TZVPD def2/J DEFGRID3
* xyz -2 1
Se -0.38252 3.74982 -2.63546
Se 1.17076 2.32457 0.55087
K -0.61980 -0.53372 -0.11132
P 0.75986 3.93467 -0.81011
F 0.62537 -5.20149 -1.91629
F -3.70962 -5.78006 -3.70623
F -4.30369 -3.22291 -3.28755
F 0.14337 -2.58392 -1.53916
O -0.32459 -0.14576 2.27153
O 1.42648 1.10358 2.87932
N -0.32114 -4.98349 2.53460
N -2.28666 -1.53364 -1.84651
N -3.10346 0.53005 -0.02981
N -0.07469 -0.73799 -4.04214
N 1.60671 -0.74890 -5.45131
N 2.86520 -0.72867 -0.34515
N 4.38721 -2.31425 -0.66702
N -0.93781 -3.17407 1.40891
N 2.02448 -2.25217 1.92069
C 3.93383 -0.17450 -0.99018
C -3.35734 2.95882 0.66806
C 4.50844 5.55215 -0.55724
C -2.29795 -6.44694 1.94646
C 4.17561 1.14186 -1.35991
C 2.35015 -2.91540 0.66836
C -1.80176 6.92030 0.41639
C -3.41615 0.57477 -1.44286
C 3.23029 5.12624 -0.25228
C 0.93473 -0.09787 5.49555
C 6.34430 0.42956 -2.18452
C -0.60610 -4.69397 -2.24233
C -0.67726 0.07349 7.26417
C 0.60265 -0.23581 6.83211
C 4.91486 -1.17219 -1.21260
C 3.16017 -1.97276 -0.14513
C 2.80609 4.74419 -2.58216
C 2.36545 4.72358 -1.26545
C -3.61223 -0.72268 2.01692
C -1.62247 0.51031 6.34984
C -1.88152 -4.14669 1.21683
C -2.12966 -2.74909 -2.25446
C 0.69766 -1.66872 -5.91373
C 4.94363 5.56868 -1.87336
C -0.33311 -1.63846 -5.02270
C -3.86542 -5.24929 0.53787
C -1.08194 6.04800 -0.37953
C 0.39896 0.44915 3.08850
C -0.00870 0.33132 4.56959
C -0.04125 -3.67829 2.19446
C -3.07895 -4.11670 0.51404
C -1.50662 -5.31098 1.92901
C -1.51862 7.02490 1.76627
C 0.19069 5.35933 1.53321
C 1.14206 -2.98554 2.79292
C -1.29244 0.62556 5.00932
C -0.86057 -3.37476 -2.02022
C -3.05543 -3.65415 -2.90000
C 1.08719 -0.21464 -4.30855
C 6.11882 -0.88855 -1.83202
C 4.09082 5.15838 -2.88266
C -0.07962 5.26171 0.17197
C -3.50231 -0.81804 -2.07458
C -2.76541 -4.97363 -3.12807
C -3.48374 -6.39534 1.23666
C -4.16620 0.03393 0.81676
C 1.77081 0.84591 -3.54502
C -1.55088 -5.55478 -2.79302
C -2.46133 1.72889 0.46693
C 5.39192 1.42356 -1.94845
C -0.52675 6.23604 2.32549
H -4.37914 -1.35803 -1.67644
H -3.03592 -1.57691 1.68229
H 1.38872 1.82318 -3.84562
H 0.92653 4.70011 1.97694
H -3.37345 -3.22668 -0.01369
H -1.35172 -6.59751 -2.95382
H 5.95139 5.88875 -2.10848
H -3.93026 3.16539 -0.23477
H -3.67989 -0.68158 -3.15209
H -4.36507 1.10579 -1.65747
H 2.93470 -3.82294 0.88619
H 4.81458 -3.22531 -0.65244
H 5.18282 5.85638 0.23270
H -4.77908 -0.64987 0.22710
H -2.01053 -7.33383 2.49489
H -0.32775 6.29895 3.38767
H -2.60897 1.10698 -1.94897
H -2.94162 -0.09084 2.58446
H 0.23140 -5.57396 3.13255
H 1.54766 0.71058 -2.48956
H -2.08271 7.70793 2.38831
H -2.62495 0.75167 6.68598
H -4.41747 -1.05981 2.67007
H 1.62979 -1.33927 1.70833
H -1.68857 2.01586 -0.24728
H 3.42809 1.89676 -1.16850
H -4.80214 -5.25211 -0.00200
H 1.93662 -0.31309 5.15165
H -4.82801 0.84517 1.17067
H 2.84787 0.81641 -3.71041
H -2.59822 7.51119 -0.01590
H 4.43620 5.15100 -3.90837
H 0.76275 -2.26889 3.52561
H -1.95744 1.49940 1.40708
H 6.86520 -1.65390 -2.00014
H 7.27851 0.69751 -2.66268
H -4.04513 2.83750 1.50544
H 0.86367 -2.22664 -6.81281
H 2.89922 5.08009 0.77570
H -2.72488 3.81993 0.87699
H -0.93384 -0.01914 8.31388
H 1.33935 -0.59064 7.54482
H 1.74018 -3.74187 3.32509
H 2.13453 4.43604 -3.37297
H -4.13831 -7.25689 1.22562
H 5.61669 2.44402 -2.22439
H -1.24342 -2.20315 -5.01780
H -2.03574 0.95809 4.29889
H 1.45710 -3.20694 0.10540
H -1.32242 5.95465 -1.43045
H 2.49016 -0.51206 -5.87178
*
```

DFT total energy: -8761.156691 a.u.
HOMO-LUMO gap: 5.3121 eV
HOMO energy: -1.7 eV
Molecular weight: 1126.0 g mol⁻¹
F_max: 1.173 eV/Å

Atomic partial charges in e from the Löwdin method, atoms 1 to 4: atom 1 (Se): 0.221, atom 2 (Se): 0.499, atom 3 (K): 0.628, atom 4 (P): 0.127